2 unconnected molecules or ions with the total composition C4H10OSi2. Source: OMol25; level of theory: ωB97M-V with the def2-TZVPD basis set.

Properties
- LUMO energy (alpha / beta) (eV) = -0.50 / -0.49
- charge = 0
- orbital gap (alpha / beta) (eV) = 6.71 / 8.06
- energy (eV) = -22109.2218
- max |F| (eV/Å) = 4.5
- relative energy (zero: lowest compared OMol25 entry of this formula, charge and spin) (kJ/mol) = 300.10

Structure (XYZ):
```
17
C4H10OSi2, DFT ωB97M-V with the def2-TZVPD basis set
Si -0.2358 -0.2590 -0.1028
Si 2.3438 -0.5585 1.6235
O 0.8965 -0.1386 1.0731
C -1.6399 1.4049 1.5242
C 0.3584 -0.1368 -1.8793
C -0.4017 -0.2850 -3.0135
C -1.7238 0.7611 0.3966
H -2.0373 -2.3868 -0.2742
H -2.4816 2.1452 1.8616
H 2.0047 -1.5933 2.6490
H -2.7030 0.5988 -0.0325
H -1.4080 -0.6759 -2.9431
H 0.0024 -0.2047 -3.9778
H 2.9274 0.6845 2.2901
H -0.7585 1.5184 2.1703
H 1.5222 -0.0309 -1.9482
H 3.3341 -0.8432 0.5830
```

Löwdin population analysis, charges in e, atoms 1 to 4: Si 0.53; Si 0.51; O -0.48; C -0.10

C5H10O in the gas phase. Source: OMol25; level of theory: ωB97M-V with the def2-TZVPD basis set.

Properties
- LUMO energy (eV) = 1.14
- charge = 0
- SMILES = C=CCCOC
- orbital gap (eV) = 10.56
- energy (eV) = -7393.3153
- max |F| (eV/Å) = 0.3
- relative energy (zero: lowest compared OMol25 entry of this formula, charge and spin) (kJ/mol) = 139.91

Structure (XYZ):
```
16
C5H10O, DFT ωB97M-V with the def2-TZVPD basis set
O 0.9331 -0.4403 -0.2172
C -1.0879 1.4041 0.6603
C 1.8803 -1.3002 -0.7854
C -0.3548 1.6333 1.7448
C -0.3122 -0.4509 -0.8709
C -1.3684 0.0247 0.1240
H -1.4876 2.2480 0.0980
H 1.6043 -2.3548 -0.6307
H -2.3523 -0.0143 -0.3594
H -0.2796 0.1969 -1.7633
H 0.0764 0.8122 2.3126
H -0.1382 2.6391 2.0938
H 2.8298 -1.1051 -0.2809
H 2.0098 -1.1286 -1.8645
H -0.5662 -1.4686 -1.2113
H -1.3866 -0.6954 0.9502
```

Löwdin population analysis, charges in e, atoms 1 to 4: O -0.20; C -0.19; C -0.12; C 0.00